[1]
This record from OMol25 describes a cluster of 2 separate species, C27H37ClF17NO5S in total at a distorted geometry. The level of theory is ωB97M-V/def2-TZVPD.

The lowest unoccupied orbital energy is -1.7 eV. For the orbital gap, the calculation gives 3.6 eV.

ORCA input file:
```
! wB97M-V def2-TZVPD RIJCOSX def2/J DEFGRID3
* xyz 0 1
H -5.83 -1.49 -4.15
H -8.09 -1.40 -2.10
H -0.67 -1.10 1.96
H -2.59 4.61 0.47
C -1.89 1.43 1.05
C 6.55 0.64 -0.44
H -6.80 -0.13 -3.84
C -2.54 -0.23 3.18
H -4.00 0.26 -1.46
H 2.84 -3.35 1.84
H -1.94 -5.07 2.53
C -3.16 -0.50 -1.80
C -2.00 -0.76 -0.66
H -0.32 4.82 1.13
C 1.46 1.42 2.50
H -0.37 1.54 3.85
H 0.45 3.20 3.49
F 4.83 2.46 -1.30
H 1.85 0.82 3.46
H -1.80 3.17 2.42
H -1.90 3.92 -1.27
F 7.14 2.92 -1.26
F 3.55 -0.84 1.73
H -0.49 -4.15 3.30
C 1.97 -4.13 1.97
C -1.17 0.57 -0.20
H -1.05 1.24 -1.18
H -0.08 0.22 0.06
O -5.58 -0.69 -2.25
H -8.09 -2.14 -3.70
C 2.71 2.38 2.05
H -7.07 -2.82 -2.43
C 0.70 -3.63 1.03
F 7.46 -0.31 -1.20
C 5.44 -0.29 0.24
H -3.72 -1.54 -1.93
H -3.72 1.55 2.43
F 4.46 1.03 3.26
F 7.50 1.23 0.57
H -2.80 -2.99 3.66
F 5.94 -1.11 -3.57
C -2.04 3.72 -0.12
H 2.25 -5.22 1.63
F 5.73 2.70 -3.77
O -2.68 -1.76 -5.65
H -1.74 0.70 -3.30
H -3.02 2.09 -0.76
C 5.32 0.24 -3.61
S -1.97 -1.68 -4.24
H 1.68 -4.20 3.12
H -3.50 -0.83 3.56
H -3.48 0.27 -3.92
O -2.29 -3.02 -3.53
C -0.95 2.59 1.80
H -3.04 -2.79 1.78
F 2.98 3.40 3.13
O -0.66 -4.20 1.07
H -3.65 2.72 0.59
O 0.91 -2.65 0.12
F 5.08 0.52 -5.08
F 3.05 0.41 -0.22
C 0.10 2.18 2.96
C -7.45 -1.88 -2.85
F 6.13 -1.09 1.32
N -2.75 2.39 0.20
H -1.20 -1.47 -1.18
F 7.69 1.39 -3.57
C -1.26 -4.11 2.41
H -2.24 0.46 4.10
H -2.46 -1.40 0.21
H 1.34 0.60 1.67
C 4.09 0.29 0.88
C 6.14 1.81 -1.47
C -1.42 -1.37 2.82
F 5.16 2.61 1.61
C -3.05 0.70 1.94
C -2.22 -2.80 2.63
H -0.76 -1.51 3.80
C -0.57 3.75 0.68
Cl 0.13 -1.66 -4.52
F 2.52 3.12 0.78
H -3.81 0.05 1.30
C -6.31 -0.96 -3.31
C 6.27 1.46 -3.08
F 3.94 0.24 -3.01
C 4.16 1.56 1.88
C -2.55 -0.15 -3.30
F 5.04 -1.33 -0.78
H 0.14 3.35 -0.18
*
```

So, what does the Löwdin scheme give us? The charges, in e, come out as: atom 1 (H): 0.080, atom 2 (H): 0.052, atom 3 (H): 0.095, atom 4 (H): 0.149, atom 5 (C): -0.257, atom 6 (C): -0.074, atom 7 (H): 0.072, atom 8 (C): -0.198, atom 9 (H): 0.096, atom 10 (H): 0.085, atom 11 (H): 0.148, atom 12 (C): -0.244, atom 13 (C): -0.175, atom 14 (H): 0.150, atom 15 (C): -0.074, atom 16 (H): 0.120, atom 17 (H): 0.141, atom 18 (F): 0.051, atom 19 (H): 0.155, atom 20 (H): 0.154, atom 21 (H): 0.149, atom 22 (F): 0.032, atom 23 (F): 0.012, atom 24 (H): 0.118, atom 25 (C): -0.010, atom 26 (C): -0.094, atom 27 (H): 0.124, atom 28 (H): 0.102, atom 29 (O): -0.368, atom 30 (H): 0.046, atom 31 (C): -0.179, atom 32 (H): 0.056, atom 33 (C): -0.262, atom 34 (F): 0.037, atom 35 (C): -0.084, atom 36 (H): 0.129, atom 37 (H): 0.134, atom 38 (F): 0.019, atom 39 (F): 0.039, atom 40 (H): 0.132, atom 41 (F): 0.059, atom 42 (C): -0.114, atom 43 (H): 0.108, atom 44 (F): 0.028, atom 45 (O): -0.426, atom 46 (H): 0.092, atom 47 (H): 0.150, atom 48 (C): -0.130, atom 49 (S): 0.496, atom 50 (H): 0.088, atom 51 (H): 0.126, atom 52 (H): 0.135, atom 53 (O): -0.412, atom 54 (C): -0.198, atom 55 (H): 0.129, atom 56 (F): -0.010, atom 57 (O): -0.086, atom 58 (H): 0.169, atom 59 (O): -0.049, atom 60 (F): 0.027, atom 61 (F): 0.026, atom 62 (C): -0.122, atom 63 (C): -0.147, atom 64 (F): 0.042, atom 65 (N): 0.022, atom 66 (H): 0.121, atom 67 (F): 0.046, atom 68 (C): -0.192, atom 69 (H): 0.110, atom 70 (H): 0.095, atom 71 (H): 0.110, atom 72 (C): -0.073, atom 73 (C): -0.093, atom 74 (C): -0.196, atom 75 (F): 0.054, atom 76 (C): -0.123, atom 77 (C): -0.174, atom 78 (H): 0.127, atom 79 (C): -0.099, atom 80 (Cl): 0.270, atom 81 (F): 0.002, atom 82 (H): 0.148, atom 83 (C): -0.573, atom 84 (C): -0.068, atom 85 (F): 0.040, atom 86 (C): -0.111, atom 87 (C): -0.242, atom 88 (F): 0.040, atom 89 (H): 0.117

---

[2]
This record from OMol25 describes a cluster of 2 separate species, C5H9NO in total at a distorted geometry. The level of theory is ωB97M-V/def2-TZVPD.

The energy above the lowest of the compared OMol25 structures with the same formula, charge and spin is 8.2 kcal/mol. The lowest unoccupied orbital energy (alpha / beta) is 4.2 / 4.1 eV. For the orbital gap (alpha / beta), the calculation gives 3.0 / 8.7 eV.

ORCA input file:
```
! wB97M-V def2-TZVPD RIJCOSX def2/J DEFGRID3
* xyz -1 2
H -2.61 -0.13 0.15
H -0.35 0.69 1.96
H 1.09 -3.13 0.22
H -1.45 -1.35 0.93
H 0.86 -1.87 -0.66
H 2.09 2.01 -1.08
C -0.57 0.36 0.01
C -1.65 -0.65 0.12
H 1.46 2.33 1.55
H -1.62 -1.17 -0.84
N -0.19 1.16 1.07
C 0.93 1.89 0.72
C 0.27 0.66 -1.05
O 0.56 -2.77 -0.47
H -0.04 0.33 -2.02
C 1.21 1.62 -0.60
*
```

So, what does the Löwdin scheme give us? The charges, in e, come out as: atom 1 (H): 0.062, atom 2 (H): 0.055, atom 3 (H): -0.043, atom 4 (H): 0.028, atom 5 (H): -0.019, atom 6 (H): 0.073, atom 7 (C): -0.419, atom 8 (C): -0.186, atom 9 (H): 0.071, atom 10 (H): 0.055, atom 11 (N): 0.019, atom 12 (C): -0.257, atom 13 (C): -0.142, atom 14 (O): -0.216, atom 15 (H): 0.083, atom 16 (C): -0.163

---

[3]
This record from OMol25 describes a cluster of 2 separate species, C2H3NO2S in total at a distorted geometry. The level of theory is ωB97M-V/def2-TZVPD.

The energy above the lowest of the compared OMol25 structures with the same formula, charge and spin is 57.4 kcal/mol. The lowest unoccupied orbital energy is 0.1 eV. For the orbital gap, the calculation gives 9.2 eV.

ORCA input file:
```
! wB97M-V def2-TZVPD RIJCOSX def2/J DEFGRID3
* xyz 0 1
C -1.94 0.38 0.09
H 2.16 1.20 0.73
N 1.28 0.82 0.44
S 1.23 -0.89 0.49
C 0.22 -1.20 -0.72
O -1.62 1.35 -0.43
H 0.03 -2.28 -0.76
H 0.96 1.19 -0.45
O -2.30 -0.57 0.61
*
```

So, what does the Löwdin scheme give us? The charges, in e, come out as: atom 1 (C): -0.513, atom 2 (H): 0.022, atom 3 (N): -0.316, atom 4 (S): 0.838, atom 5 (C): -0.394, atom 6 (O): 0.189, atom 7 (H): -0.047, atom 8 (H): 0.028, atom 9 (O): 0.193

---

[4]
This record from OMol25 describes an isolated molecule of C3H6N4O at a distorted geometry. The level of theory is ωB97M-V/def2-TZVPD.

The energy above the lowest of the compared OMol25 structures with the same formula, charge and spin is 148.2 kcal/mol. The lowest unoccupied orbital energy is 0.0 eV. The SMILES is C=NNC(=O)/C=N/N. For the orbital gap, the calculation gives 9.3 eV.

ORCA input file:
```
! wB97M-V def2-TZVPD RIJCOSX def2/J DEFGRID3
* xyz 0 1
C 1.39 -1.98 0.26
C -0.97 0.33 0.47
H -3.27 0.01 0.55
H -3.21 -1.62 -0.16
H 2.16 1.15 -0.60
N 2.17 -0.82 -0.13
C 0.36 1.06 0.08
N -1.40 -0.47 -0.39
H -1.72 0.85 1.16
N 1.47 0.44 -0.43
O 0.45 2.21 0.16
N -2.85 -0.53 -0.25
H 0.09 -2.20 0.34
H 1.92 -2.71 0.96
*
```

So, what does the Löwdin scheme give us? The charges, in e, come out as: atom 1 (C): -0.043, atom 2 (C): -0.115, atom 3 (H): 0.070, atom 4 (H): 0.144, atom 5 (H): 0.121, atom 6 (N): 0.005, atom 7 (C): -0.516, atom 8 (N): -0.036, atom 9 (H): 0.133, atom 10 (N): 0.014, atom 11 (O): 0.124, atom 12 (N): -0.056, atom 13 (H): 0.114, atom 14 (H): 0.042

---

[5]
This record from OMol25 describes a structure of composition C35H34FN3O2Pt. The level of theory is ωB97M-V/def2-TZVPD.

The energy above the lowest of the compared OMol25 structures with the same formula, charge and spin is 0.0 kcal/mol. The lowest unoccupied orbital energy (alpha / beta) is -0.1 / -1.7 eV. For the orbital gap (alpha / beta), the calculation gives 7.2 / 5.7 eV.

ORCA input file:
```
! wB97M-V def2-TZVPD RIJCOSX def2/J DEFGRID3
* xyz 0 3
H -0.21 -0.05 2.44
H -5.67 -2.73 0.96
H 3.49 2.40 -0.45
C 0.23 4.42 -1.96
C 2.61 -3.38 -0.05
C 3.68 -0.14 0.33
C -6.70 1.93 0.28
H -3.25 -3.08 0.71
H 5.60 0.69 0.74
C 0.54 -2.76 2.50
C -0.24 3.13 -1.76
C -0.94 2.83 -0.58
C 1.88 -5.06 -1.60
C 2.73 -4.65 -0.58
C -3.32 0.28 0.12
H 1.24 -3.56 2.26
H -8.60 1.00 0.70
C 0.27 -0.40 3.35
N -1.39 1.49 -0.35
N -2.64 1.41 -0.17
H 3.51 -0.80 4.14
C -7.53 0.85 0.58
H 5.53 0.23 3.16
O -0.10 2.11 -2.64
H 0.01 3.15 -4.44
H -7.13 2.92 0.15
C 3.80 0.34 -1.11
C 3.15 1.72 -1.24
C 3.56 -0.62 3.07
C -1.17 3.82 0.36
C -6.98 -0.40 0.73
H -7.60 -1.25 0.96
H 3.28 -3.07 0.75
C 2.56 -0.77 0.90
H -1.72 3.56 1.26
H 3.71 -0.18 -3.19
H 0.55 1.45 -4.42
H 2.24 -0.59 -2.32
H 3.69 -1.59 -2.13
C -4.75 0.49 0.27
H 0.76 4.67 -2.86
H 3.38 2.17 -2.21
H 4.88 0.48 -1.26
C 3.33 -0.57 -2.24
C -5.60 -0.59 0.58
H -0.52 -0.77 4.02
H 1.96 -6.06 -2.02
H 3.49 -5.32 -0.20
H 0.37 6.40 -1.17
C 4.69 -0.04 2.53
C -3.69 -2.10 0.60
C 0.55 2.39 -3.87
H 2.06 1.63 -1.16
O -1.55 -1.35 0.22
C 0.00 5.40 -1.00
H -4.71 2.61 -0.11
C -5.01 -1.90 0.73
C 2.47 -0.99 2.29
Pt 0.03 0.07 -0.19
C 4.73 0.21 1.17
H -0.88 5.88 0.90
H 1.58 2.72 -3.71
H 0.76 0.44 3.84
C 1.63 -2.48 -0.50
H 1.68 -1.84 4.02
C -0.70 5.11 0.15
C 0.82 -2.92 -1.55
H -0.15 -3.13 3.26
C -5.34 1.76 0.12
H 0.26 -4.45 -2.90
H -0.05 -2.53 1.61
N 1.50 -1.21 0.04
C 1.26 -1.53 3.05
C -2.77 -1.03 0.29
F -0.06 -2.08 -2.12
C 0.93 -4.18 -2.09
*
```

So, what does the Löwdin scheme give us? The charges, in e, come out as: atom 1 (H): 0.035, atom 2 (H): 0.116, atom 3 (H): 0.088, atom 4 (C): -0.019, atom 5 (C): -0.017, atom 6 (C): -0.134, atom 7 (C): -0.083, atom 8 (H): 0.117, atom 9 (H): 0.114, atom 10 (C): -0.058, atom 11 (C): -0.257, atom 12 (C): -0.208, atom 13 (C): -0.071, atom 14 (C): -0.074, atom 15 (C): -0.136, atom 16 (H): 0.075, atom 17 (H): 0.098, atom 18 (C): -0.060, atom 19 (N): -0.166, atom 20 (N): 0.103, atom 21 (H): 0.114, atom 22 (C): -0.093, atom 23 (H): 0.104, atom 24 (O): -0.118, atom 25 (H): 0.098, atom 26 (H): 0.101, atom 27 (C): -0.353, atom 28 (C): -0.056, atom 29 (C): -0.038, atom 30 (C): -0.021, atom 31 (C): -0.044, atom 32 (H): 0.109, atom 33 (H): 0.122, atom 34 (C): -0.198, atom 35 (H): 0.116, atom 36 (H): 0.084, atom 37 (H): 0.097, atom 38 (H): 0.057, atom 39 (H): 0.083, atom 40 (C): -0.102, atom 41 (H): 0.104, atom 42 (H): 0.077, atom 43 (H): 0.125, atom 44 (C): -0.056, atom 45 (C): -0.178, atom 46 (H): 0.082, atom 47 (H): 0.105, atom 48 (H): 0.106, atom 49 (H): 0.104, atom 50 (C): -0.070, atom 51 (C): 0.002, atom 52 (C): -0.072, atom 53 (H): 0.034, atom 54 (O): -0.162, atom 55 (C): -0.083, atom 56 (H): 0.101, atom 57 (C): -0.015, atom 58 (C): -0.137, atom 59 (Pt): 1.113, atom 60 (C): -0.041, atom 61 (H): 0.101, atom 62 (H): 0.081, atom 63 (H): 0.082, atom 64 (C): -0.242, atom 65 (H): 0.121, atom 66 (C): -0.089, atom 67 (C): -0.226, atom 68 (H): 0.084, atom 69 (C): -0.030, atom 70 (H): 0.123, atom 71 (H): 0.048, atom 72 (N): -0.084, atom 73 (C): -0.358, atom 74 (C): -0.327, atom 75 (F): 0.054, atom 76 (C): -0.002